Entry from the Open Molecules 2025 dataset: 4 unconnected molecules or ions with the total composition C64H63N4O10P2S2 (the ωB97M-V functional and the def2-TZVPD basis).

Properties
* frontier orbital gap: 6.92 eV
* total charge: +1
* electronic energy: -134070.47493 eV
* E_HOMO: -10.712 eV

Atoms and positions in Å:
C 0.675 -1.564 0.178
C 1.964 -0.743 0.035
N 2.761 -1.147 -1.133
C 3.145 -2.586 -1.043
C 4.386 -2.996 -1.822
C 3.904 -0.302 -1.249
S 5.010 -0.055 -0.090
S 4.223 0.480 -2.770
C 2.675 0.544 -3.707
C 2.835 -0.143 -5.071
C 1.525 -0.444 -5.791
N 0.652 -1.465 -5.175
P 1.253 -2.573 -3.947
O 1.599 -3.884 -4.524
C -0.615 -1.557 -5.566
N -1.031 -0.778 -6.621
P -0.929 -1.350 -8.329
C 0.505 -2.493 -8.320
O -0.281 -0.028 -9.031
N -1.486 -2.376 -4.886
C -2.789 -1.745 -4.636
C -3.276 -2.003 -3.218
C -2.350 -1.442 -2.138
C -1.795 -0.068 -2.387
O -0.637 0.234 -2.201
O -2.700 0.819 -2.847
C -1.446 -3.847 -5.167
C -2.501 -4.339 -6.116
C -3.817 -4.544 -5.717
C -4.764 -5.031 -6.601
C -4.427 -5.339 -7.915
C -5.435 -5.907 -8.869
C -3.108 -5.138 -8.311
C -2.163 -4.650 -7.427
H -0.161 -0.903 0.396
H 0.448 -2.118 -0.730
H 0.753 -2.269 1.001
H 2.538 -0.852 0.958
H 1.707 0.307 -0.087
H 3.250 -2.874 0.006
H 2.301 -3.161 -1.433
H 4.474 -2.494 -2.783
H 4.328 -4.068 -2.009
H 5.290 -2.833 -1.242
H 2.428 1.594 -3.856
H 1.861 0.119 -3.119
H 3.453 -1.037 -4.978
H 3.364 0.522 -5.754
H 1.762 -0.721 -6.806
H 0.951 0.482 -5.840
H 0.201 -2.567 -3.037
H 2.301 -1.866 -3.383
H -1.967 -0.423 -6.474
H 1.447 -1.970 -8.443
H 0.581 -3.134 -7.441
H 0.348 -3.130 -9.190
H 0.033 0.626 -8.395
H -3.559 -2.014 -5.361
H -2.656 -0.667 -4.723
H -3.320 -3.080 -3.045
H -4.294 -1.638 -3.105
H -2.905 -1.390 -1.197
H -1.501 -2.087 -1.939
H -2.199 1.509 -3.305
H -1.510 -4.378 -4.216
H -0.462 -4.088 -5.560
H -4.117 -4.335 -4.699
H -5.777 -5.181 -6.256
H -5.236 -5.583 -9.886
H -6.448 -5.650 -8.572
H -5.365 -6.996 -8.857
H -2.806 -5.385 -9.320
H -1.143 -4.542 -7.776
C -2.332 3.159 -0.846
C -2.704 2.270 0.158
C -3.824 2.523 0.928
C -4.574 3.672 0.702
C -4.190 4.571 -0.291
C -3.068 4.308 -1.068
C -4.954 5.832 -0.530
O -4.618 6.602 -1.404
C -6.131 6.105 0.340
C -6.830 7.293 0.173
C -7.934 7.561 0.964
C -8.349 6.640 1.920
C -7.654 5.455 2.094
C -6.539 5.185 1.310
C -5.792 3.917 1.533
O -6.150 3.105 2.358
H -1.453 2.955 -1.445
H -2.113 1.380 0.338
H -4.128 1.842 1.710
H -2.784 5.015 -1.836
H -6.500 7.999 -0.576
H -8.475 8.488 0.836
H -9.215 6.851 2.533
H -7.965 4.734 2.836
C 1.280 4.734 0.521
C 1.201 3.346 0.516
C 1.184 2.646 1.710
C 1.259 3.329 2.915
C 1.367 4.719 2.921
C 1.369 5.419 1.721
C 1.494 5.472 4.205
O 1.580 6.680 4.210
C 1.516 4.684 5.470
C 1.682 5.355 6.675
C 1.694 4.646 7.865
C 1.530 3.266 7.859
C 1.365 2.591 6.662
C 1.366 3.294 5.462
C 1.219 2.549 4.184
O 1.082 1.340 4.159
H 1.274 5.283 -0.412
H 1.139 2.805 -0.422
H 1.107 1.567 1.721
H 1.439 6.498 1.742
H 1.804 6.429 6.668
H 1.829 5.170 8.801
H 1.533 2.716 8.790
H 1.234 1.520 6.654
C 6.228 -4.478 11.473
C 4.870 -4.591 11.749
C 3.941 -3.961 10.939
C 4.368 -3.206 9.853
C 5.733 -3.079 9.586
C 6.659 -3.724 10.395
C 6.222 -2.246 8.450
O 7.406 -2.142 8.212
C 5.204 -1.540 7.619
C 5.633 -0.717 6.585
C 4.705 -0.061 5.795
C 3.343 -0.228 6.026
C 2.913 -1.045 7.058
C 3.839 -1.698 7.862
C 3.349 -2.549 8.985
O 2.162 -2.697 9.185
H 6.951 -4.977 12.104
H 4.537 -5.173 12.597
H 2.882 -4.045 11.139
H 7.712 -3.625 10.173
H 6.694 -0.598 6.412
H 5.041 0.584 4.993
H 2.620 0.282 5.404
H 1.858 -1.183 7.254

These are the Mulliken partial charges, in e, on atoms 1 to 8: -0.761, -0.608, 0.691, -0.792, -1.406, 0.099, -0.120, -0.259

Entry from the Open Molecules 2025 dataset: a molecular structure, C64H65Ge2O4PPdS4 at a distorted geometry (the ωB97M-V functional and the def2-TZVPD basis).

Properties
* frontier orbital gap (spin up / spin down): 7.89 / 6.08 eV
* 2S+1: 5
* ΔE to the lowest compared entry with this formula, charge and spin: 2.9 kcal/mol
* electronic energy: -244760.13057 eV
* E_HOMO (spin up / spin down): -7.680 / -8.331 eV

Atoms and positions in Å:
Pd -0.528 0.661 -0.661
O -0.556 -2.990 1.271
C -0.246 -2.184 0.413
O -1.058 -1.549 -0.377
C 1.236 -1.856 0.109
P 1.066 -1.105 -1.540
C 2.775 -0.880 -2.126
C 3.193 -1.328 -3.376
C 4.505 -1.128 -3.783
C 5.403 -0.482 -2.947
C 4.988 -0.021 -1.705
C 3.677 -0.203 -1.301
C 0.423 -2.472 -2.562
C -0.370 -2.239 -3.680
C -0.932 -3.312 -4.360
C -0.714 -4.612 -3.934
C 0.082 -4.847 -2.828
C 0.654 -3.785 -2.150
H 1.906 -2.710 0.170
H 1.568 -1.105 0.823
H 2.504 -1.855 -4.024
H 4.831 -1.481 -4.753
H 6.427 -0.334 -3.269
H 5.682 0.492 -1.051
H 3.347 0.169 -0.338
H -0.568 -1.226 -4.007
H -1.563 -3.131 -5.215
H -1.186 -5.440 -4.449
H 0.249 -5.857 -2.474
H 1.274 -3.989 -1.288
C -4.329 -3.172 -1.093
C -4.564 -1.692 -1.189
C -4.700 -1.054 -2.417
C -4.920 0.315 -2.506
C -5.062 0.982 -3.849
C -5.004 1.060 -1.322
C -4.934 0.427 -0.076
C -5.210 1.182 1.199
C -4.684 -0.937 -0.031
C -5.283 2.519 -1.390
C -6.610 2.938 -1.347
C -6.933 4.281 -1.400
C -5.931 5.228 -1.487
C -4.591 4.854 -1.523
C -4.270 3.487 -1.490
Ge -2.339 2.992 -1.641
S -0.969 3.074 0.105
S -1.674 1.109 -2.877
Ge 0.068 2.633 -3.342
S 1.279 2.307 -1.500
S -1.323 4.383 -3.099
C 0.996 2.884 -5.106
C 2.043 3.826 -5.075
C 2.764 4.097 -6.231
C 2.452 3.462 -7.417
C 1.406 2.563 -7.455
C 0.654 2.266 -6.317
C -0.464 1.312 -6.534
C -1.737 1.793 -6.860
C -2.025 3.269 -6.928
C -2.732 0.883 -7.198
C -2.487 -0.480 -7.262
C -3.572 -1.451 -7.644
C -1.203 -0.926 -6.974
C -0.193 -0.056 -6.595
C 1.190 -0.576 -6.299
C 2.396 4.558 -3.823
C 1.806 5.796 -3.543
C 0.961 6.513 -4.564
C 2.105 6.418 -2.335
C 3.004 5.868 -1.435
C 3.276 6.535 -0.113
C 3.658 4.690 -1.782
C 3.370 4.026 -2.964
C 4.110 2.772 -3.342
C -3.571 5.935 -1.639
C -2.908 6.433 -0.517
C -3.196 5.942 0.880
C -1.984 7.465 -0.679
C -1.728 8.028 -1.916
C -0.742 9.154 -2.077
C -2.423 7.539 -3.020
C -3.335 6.505 -2.905
C -4.047 5.988 -4.128
H -4.257 -3.626 -2.080
H -5.146 -3.653 -0.550
H -3.403 -3.369 -0.547
H -4.618 -1.634 -3.333
H -5.227 0.237 -4.627
H -4.148 1.529 -4.105
H -5.888 1.693 -3.857
H -5.058 2.254 1.075
H -4.552 0.830 1.988
H -6.244 1.020 1.516
H -4.580 -1.425 0.932
H -7.388 2.189 -1.264
H -7.971 4.590 -1.365
H -6.178 6.284 -1.514
H 3.562 4.830 -6.189
H 3.012 3.680 -8.318
H 1.139 2.077 -8.387
H -1.810 3.766 -5.982
H -3.072 3.443 -7.176
H -1.407 3.745 -7.695
H -3.721 1.256 -7.444
H -4.457 -0.927 -8.003
H -3.868 -2.060 -6.786
H -3.230 -2.129 -8.427
H -0.970 -1.978 -7.064
H 1.170 -1.657 -6.157
H 1.604 -0.111 -5.402
H 1.873 -0.357 -7.124
H 0.490 5.821 -5.261
H 1.594 7.194 -5.140
H 0.176 7.095 -4.082
H 1.624 7.361 -2.094
H 3.001 7.589 -0.145
H 4.329 6.455 0.156
H 2.691 6.054 0.675
H 4.391 4.265 -1.103
H 4.842 2.515 -2.579
H 4.630 2.910 -4.291
H 3.429 1.925 -3.464
H -3.972 5.178 0.895
H -3.522 6.774 1.507
H -2.297 5.525 1.334
H -1.466 7.841 0.198
H -0.326 9.455 -1.116
H -1.223 10.023 -2.530
H 0.082 8.859 -2.731
H -2.235 7.972 -3.999
H -3.589 6.385 -5.034
H -5.099 6.280 -4.120
H -4.006 4.897 -4.170
C -1.309 -0.220 3.285
C -1.018 0.313 1.906
O 0.177 0.481 1.538
O -1.981 0.556 1.127
H -0.433 -0.102 3.918
H -1.533 -1.283 3.177
H -2.173 0.284 3.715

These are the Mulliken partial charges, in e, on atoms 1 to 8: 0.776, -0.741, 0.399, -0.465, -1.708, 1.756, 0.751, -0.688